Record 1
ORCA calculation (the ωB97M-V functional and the def2-TZVPD basis) on C30H34NO8ReS as an isolated structure.

E_tot   -2296.54760 Eh
Strongest force on any atom   4.91 eV/A
HOMO level (spin up / spin down)   -1.1 / -4.6 eV
Lowest unoccupied orbital energy (spin up / spin down)   2.006 / 1.991 eV
HOMO-LUMO gap (spin up / spin down)   3.07 / 6.63 eV
Multiplicity   4
Net charge   -1

XYZ file:
```
75
Properties=species:S:1:pos:R:3:forces:R:3:mulliken_charge:R:1
C -2.853 0.757 -3.139 -0.95 -0.14 -0.29 2.988
C -3.206 1.201 -1.681 0.25 0.59 -0.13 -1.964
C -1.299 0.739 -3.301 -0.47 0.14 -0.22 -2.665
C -0.817 1.654 -2.173 -0.37 0.82 -1.22 -0.806
H -1.045 1.126 -4.292 0.01 -0.23 0.21 0.453
H -0.934 -0.298 -3.200 -0.07 0.51 -0.04 0.443
C -1.834 1.403 -1.072 0.25 -1.07 0.31 0.062
H -3.820 0.450 -1.127 0.45 0.62 -0.46 0.426
H -3.690 2.214 -1.679 -0.05 -1.03 -0.17 0.360
C -1.218 0.128 -0.515 -0.42 0.28 -0.75 -0.778
H -1.792 2.174 -0.294 -0.10 -0.21 -0.08 1.215
H -0.939 2.691 -2.484 0.25 0.11 -0.44 0.887
C 0.591 1.415 -1.588 -3.34 -2.48 1.16 1.665
C -3.421 -0.570 -3.564 -0.34 -0.90 0.94 -0.608
C -3.524 1.692 -4.128 2.59 2.28 -2.13 0.785
O -2.825 2.404 -4.878 -2.42 -1.55 1.82 -0.661
O -3.896 -1.417 -2.834 0.41 0.48 -0.47 -0.584
O -3.375 -0.699 -4.902 0.07 -0.18 0.50 -0.246
O -4.858 1.732 -4.243 -0.26 0.14 0.39 -0.368
C -5.831 1.089 -3.367 0.32 0.19 -0.33 -0.456
H -5.504 0.994 -2.323 -0.02 0.02 -0.52 0.268
H -6.098 0.110 -3.784 0.14 0.21 0.17 0.157
H -6.697 1.754 -3.424 0.12 -0.19 0.08 0.320
C -3.916 -1.934 -5.351 -0.10 -0.36 -0.29 -0.781
H -3.285 -2.766 -5.021 -0.16 0.13 -0.09 0.300
H -3.931 -1.864 -6.435 -0.01 -0.09 0.02 0.255
H -4.926 -2.073 -4.951 0.18 -0.02 -0.13 0.318
O 0.129 0.627 -0.372 -0.27 -0.22 2.54 0.034
H -1.289 -0.772 -1.242 0.25 1.31 0.83 -0.014
H -1.849 -0.217 0.358 1.80 0.57 -0.23 0.100
C 1.287 2.681 -1.315 0.88 1.23 0.48 -1.565
C 1.423 0.330 -2.151 1.43 -0.99 -2.22 -1.380
H 1.310 0.246 -3.255 0.21 0.08 0.42 0.235
H 1.186 -0.660 -1.695 0.19 0.86 -0.49 0.052
H 2.482 0.535 -1.946 -0.25 -0.24 -0.01 0.438
H 2.051 2.551 -0.535 -0.28 0.09 -0.21 0.218
H 0.587 3.489 -1.045 0.23 -0.30 0.12 0.414
H 1.801 3.018 -2.244 -0.31 -0.32 0.43 0.384
Re 0.421 -0.948 2.400 -2.00 0.61 -4.01 0.728
C 0.611 1.040 3.906 -1.77 1.43 0.89 -0.809
C 0.047 1.842 2.878 1.33 0.08 1.54 -0.657
C -1.174 1.280 2.471 -0.63 -0.88 0.23 -0.160
H 0.489 2.781 2.534 -0.15 -0.55 -0.09 0.316
C -1.384 0.048 3.173 0.02 1.43 1.33 -0.836
C -0.291 -0.087 4.156 -0.05 1.40 0.61 -0.405
H -0.290 -0.716 5.041 0.08 0.19 -0.19 0.522
H 1.467 1.288 4.538 -0.18 -0.30 -0.60 0.455
H -1.927 1.780 1.863 0.42 -0.39 -0.22 0.681
H -2.327 -0.480 3.265 0.17 -0.01 -0.25 0.562
C 1.361 -2.758 1.667 -0.46 -1.26 0.21 -0.446
C 0.782 -2.848 3.008 0.36 -1.42 0.25 -0.578
C -0.656 -2.698 2.853 0.13 -0.87 -0.04 -0.400
H 1.314 -3.060 3.921 0.02 -0.11 -0.04 0.638
C -0.919 -2.454 1.468 -1.10 -0.94 -0.29 -0.617
C 0.298 -2.534 0.757 0.44 -0.91 -0.67 -0.502
H 0.397 -2.543 -0.335 -0.01 0.48 0.58 0.518
H 2.404 -2.950 1.423 -0.35 0.50 0.05 0.452
H -1.380 -2.787 3.658 0.14 0.19 -0.26 0.570
H -1.912 -2.414 1.005 0.51 0.27 0.26 0.485
O 2.361 -1.181 4.745 0.11 -0.02 0.53 -0.790
C 2.973 -0.759 3.757 2.11 0.49 -0.73 0.320
N 2.305 -0.414 2.546 1.42 1.28 -0.53 0.168
S 3.280 0.175 1.279 0.44 -0.73 4.83 1.107
O 3.214 -0.701 0.156 -0.34 -0.26 -1.51 -0.695
O 3.086 1.596 1.117 -0.33 0.13 -0.85 -0.774
C 4.683 -0.134 2.261 1.45 0.50 -1.50 0.109
C 5.989 -0.033 1.818 -0.22 -0.03 0.09 -0.301
C 7.027 -0.394 2.671 0.45 0.21 -0.50 -0.839
C 6.754 -0.852 3.980 -1.04 -0.35 1.07 -0.311
C 5.433 -0.954 4.432 1.48 -0.04 0.19 -0.771
C 4.396 -0.579 3.555 -2.10 -0.67 1.22 -0.117
H 6.157 0.319 0.807 0.27 -0.05 -0.02 0.406
H 8.057 -0.336 2.334 -0.09 0.04 -0.02 0.362
H 7.584 -1.140 4.644 -0.46 0.15 -0.36 0.325
H 5.193 -1.326 5.445 0.14 0.26 -0.72 0.377
```
Positions in Å, forces in eV/Å.

Record 2
ORCA calculation (the ωB97M-V functional and the def2-TZVPD basis) on C30H35AsBF2N3O2S2Si2Tl as an isolated structure.

E_tot   -5487.43924 Eh
Strongest force on any atom   0.47 eV/A
Energy relative to the best compared isomer or geometry (same formula, charge and spin)   19.38 kcal/mol
HOMO level   -4.4 eV
Lowest unoccupied orbital energy   2.296 eV
HOMO-LUMO gap   6.74 eV
Net charge   -1

XYZ file:
```
79
Properties=species:S:1:pos:R:3:forces:R:3:mulliken_charge:R:1
Tl -0.296 -0.484 0.765 0.13 -0.20 -0.09 0.695
C -2.430 2.164 1.356 -0.05 0.05 -0.02 -0.817
O -1.212 1.695 1.902 -0.09 0.22 0.04 0.107
C -0.604 2.386 2.899 -0.13 -0.02 -0.06 0.615
C -0.966 3.682 3.247 -0.02 0.05 -0.01 -0.664
C -0.302 4.344 4.271 0.05 -0.10 0.00 -0.535
C 0.727 3.702 4.942 -0.05 0.02 -0.03 -0.948
C 1.077 2.406 4.591 0.09 -0.15 -0.05 -0.260
C 0.423 1.713 3.574 0.06 0.07 0.06 -0.198
N 0.721 0.367 3.176 -0.10 0.10 -0.14 0.422
N 1.490 -0.193 4.002 0.23 0.11 0.40 -0.465
C 1.901 -1.483 3.943 0.13 -0.37 0.07 -0.154
C 1.635 -2.448 2.907 0.06 0.03 0.09 0.276
O 1.170 -2.206 1.767 -0.08 0.16 0.11 -0.560
C 1.967 -3.838 3.204 0.03 -0.01 -0.01 -0.693
C 2.646 -4.206 4.301 0.04 0.04 0.11 -0.811
C 3.076 -3.240 5.276 0.01 -0.09 -0.06 0.943
C 3.855 -3.628 6.378 -0.01 0.01 0.03 -0.818
C 4.266 -2.714 7.318 0.00 0.00 -0.04 -0.469
C 3.883 -1.374 7.164 -0.02 -0.04 0.00 -0.780
C 3.117 -0.978 6.092 0.00 0.00 0.01 -0.037
C 2.694 -1.894 5.104 -0.13 0.12 -0.15 0.488
H -3.173 2.322 2.139 0.00 -0.01 0.03 0.372
H -2.778 1.378 0.689 -0.01 -0.01 -0.01 0.023
H -2.284 3.088 0.790 0.04 0.03 -0.01 0.344
H -1.766 4.181 2.718 -0.02 -0.03 -0.02 0.379
H -0.592 5.355 4.531 0.01 -0.02 0.01 0.378
H 1.257 4.204 5.741 0.01 -0.01 -0.02 0.366
H 1.879 1.899 5.107 0.01 -0.01 0.02 0.447
H 1.649 -4.562 2.463 0.01 0.05 -0.01 0.417
H 2.887 -5.251 4.473 0.02 0.00 0.00 0.307
H 4.129 -4.674 6.475 -0.01 0.02 -0.02 0.346
H 4.877 -3.020 8.158 -0.03 0.00 0.00 0.370
H 4.190 -0.641 7.902 0.00 0.01 -0.04 0.374
H 2.828 0.056 5.990 -0.01 0.02 0.00 0.293
S -2.782 -1.274 2.239 0.06 -0.11 -0.07 -0.387
C -3.449 -1.534 0.698 -0.26 0.00 -0.35 0.302
N -2.898 -1.272 -0.462 -0.02 0.04 0.03 -0.005
C -3.719 -1.564 -1.529 0.02 0.00 0.03 -1.284
C -3.393 -1.365 -2.871 -0.02 -0.02 -0.04 -0.069
C -4.314 -1.694 -3.854 0.06 0.02 0.05 -0.509
C -5.562 -2.222 -3.520 0.01 0.00 0.09 -0.493
C -5.905 -2.422 -2.189 0.03 0.02 -0.05 -0.480
C -4.982 -2.091 -1.204 -0.02 0.01 0.04 0.836
S -5.106 -2.200 0.523 0.07 0.00 0.14 -0.368
H -2.423 -0.947 -3.117 -0.02 -0.02 0.01 0.553
H -4.061 -1.538 -4.897 0.00 0.00 0.02 0.386
H -6.269 -2.473 -4.301 0.01 0.00 0.01 0.341
H -6.874 -2.827 -1.923 0.03 0.01 -0.01 0.357
C 0.938 2.686 -5.688 0.23 -0.07 0.03 -1.067
Si -0.427 2.321 -4.464 -0.25 0.00 -0.02 0.250
C -1.109 3.940 -3.826 0.00 0.09 0.14 -1.111
C -1.800 1.388 -5.335 -0.04 -0.10 -0.02 -0.955
As 0.051 1.019 -2.567 -0.10 -0.04 -0.13 0.007
Si 1.424 -0.717 -3.378 0.03 -0.08 -0.03 0.643
C 1.488 -2.076 -2.110 -0.01 -0.05 0.11 -0.973
C 0.640 -1.358 -4.951 -0.16 0.01 -0.07 -0.962
C 3.154 -0.139 -3.785 0.09 0.15 0.03 -1.084
H 0.534 3.305 -6.495 0.03 -0.02 0.00 0.364
H 1.345 1.772 -6.128 -0.01 0.07 0.00 0.297
H 1.760 3.232 -5.216 -0.04 -0.02 -0.05 0.304
H -1.331 4.625 -4.650 -0.01 -0.04 0.02 0.344
H -0.398 4.427 -3.154 -0.05 0.00 -0.06 0.289
H -2.030 3.761 -3.265 0.03 0.03 -0.03 0.288
H -2.303 2.012 -6.080 0.04 -0.01 0.04 0.453
H -2.543 1.060 -4.601 -0.01 0.04 -0.08 0.163
H -1.421 0.495 -5.841 -0.06 0.06 0.02 0.265
H 0.484 -2.430 -1.861 0.05 0.00 -0.01 0.242
H 1.953 -1.740 -1.180 -0.02 -0.04 -0.03 0.184
H 2.068 -2.922 -2.495 -0.02 0.03 0.01 0.408
H -0.374 -1.727 -4.767 0.06 0.01 -0.04 0.228
H 1.236 -2.182 -5.354 -0.02 0.01 0.02 0.382
H 0.584 -0.576 -5.714 0.02 -0.08 0.00 0.222
H 3.690 0.143 -2.876 0.00 -0.01 -0.06 0.312
H 3.135 0.728 -4.452 0.03 -0.05 0.01 0.248
H 3.711 -0.941 -4.279 0.00 0.02 0.02 0.356
F 1.397 3.467 -1.681 0.04 -0.01 -0.03 -0.215
B 1.462 2.133 -1.710 0.13 0.11 0.19 0.342
F 2.485 1.605 -1.042 -0.05 0.01 -0.08 -0.155
```
Positions in Å, forces in eV/Å.